{"formula": "C69H161N17O13P2", "method": "the ωB97M-V functional and the def2-TZVPD basis", "symbols": ["C", "O", "N", "C", "C", "H", "H", "H", "H", "H", "H", "H", "C", "O", "N", "C", "C", "H", "H", "H", "H", "H", "H", "H", "C", "O", "N", "C", "C", "H", "H", "H", "H", "H", "H", "H", "C", "O", "N", "C", "C", "H", "H", "H", "H", "H", "H", "H", "C", "O", "N", "C", "C", "H", "H", "H", "H", "H", "H", "H", "C", "O", "N", "C", "C", "H", "H", "H", "H", "H", "H", "H", "C", "O", "N", "C", "C", "H", "H", "H", "H", "H", "H", "H", "O", "P", "N", "C", "C", "N", "C", "C", "N", "C", "C", "H", "H", "H", "H", "H", "H", "H", "H", "H", "H", "H", "H", "H", "H", "H", "H", "H", "H", "O", "P", "N", "C", "C", "N", "C", "C", "N", "C", "C", "H", "H", "H", "H", "H", "H", "H", "H", "H", "H", "H", "H", "H", "H", "H", "H", "H", "H", "C", "C", "C", "C", "C", "C", "N", "O", "C", "C", "C", "H", "H", "H", "H", "H", "H", "H", "H", "H", "H", "H", "H", "H", "H", "H", "H", "H", "H", "H", "C", "C", "C", "C", "C", "C", "N", "O", "C", "C", "C", "H", "H", "H", "H", "H", "H", "H", "H", "H", "H", "H", "H", "H", "H", "H", "H", "H", "H", "H", "C", "C", "C", "C", "C", "C", "N", "O", "C", "C", "C", "H", "H", "H", "H", "H", "H", "H", "H", "H", "H", "H", "H", "H", "H", "H", "H", "H", "H", "H", "C", "C", "C", "C", "C", "C", "N", "O", "C", "C", "C", "H", "H", "H", "H", "H", "H", "H", "H", "H", "H", "H", "H", "H", "H", "H", "H", "H", "H", "H"], "xyz": [[2.46929, -1.80348, -4.22932], [1.29018, -1.47221, -4.20854], [3.25770, -1.57358, -5.28770], [4.64269, -1.97547, -5.34433], [2.72833, -0.91121, -6.47266], [3.03297, -2.07228, -3.32328], [5.13749, -1.58302, -6.22770], [4.76189, -3.06438, -5.40293], [5.19317, -1.71564, -4.43674], [1.68609, -0.64835, -6.34629], [3.33875, -0.04502, -6.72748], [2.81944, -1.58114, -7.33369], [-6.68745, 0.93888, 1.21737], [-6.63648, -0.12507, 1.79857], [-5.74646, 1.90562, 1.22544], [-5.95480, 3.10666, 0.42288], [-4.50273, 1.88289, 1.96076], [-7.57576, 1.26850, 0.66064], [-6.87473, 2.99710, -0.14365], [-5.07641, 3.26090, -0.20681], [-6.00670, 3.97712, 1.08006], [-4.46346, 1.05899, 2.66736], [-3.63333, 1.99013, 1.31005], [-4.47878, 2.78440, 2.58577], [-2.68161, 5.03798, 1.33023], [-1.72862, 4.28087, 1.32400], [-3.29882, 5.55861, 0.25647], [-4.53952, 6.29863, 0.46829], [-3.02997, 5.27232, -1.13516], [-3.07941, 5.40590, 2.29110], [-4.61567, 7.23397, -0.09137], [-4.64228, 6.59368, 1.51011], [-5.38758, 5.71215, 0.11581], [-3.09947, 6.19488, -1.70877], [-1.99530, 4.94294, -1.23096], [-3.66327, 4.47095, -1.51840], [5.59939, -0.83406, 3.54128], [4.41496, -0.56713, 3.51126], [6.18738, -1.70191, 2.70016], [7.60446, -2.00457, 2.65665], [5.34619, -2.54927, 1.83570], [6.38764, -0.36296, 4.15842], [7.95074, -2.13220, 1.63401], [7.87482, -2.82110, 3.32622], [8.10696, -1.09047, 2.99276], [5.19951, -2.07018, 0.86694], [5.90429, -3.44798, 1.56576], [4.44236, -2.85151, 2.35247], [1.37176, 5.52587, 1.06213], [1.15750, 5.40471, 2.25204], [2.59394, 5.64688, 0.50696], [2.84726, 5.67381, -0.91774], [3.75206, 5.92067, 1.33744], [0.57175, 5.45462, 0.30839], [3.80835, 5.15783, -1.01303], [2.95021, 6.66971, -1.35258], [2.16411, 5.06374, -1.50585], [4.45896, 6.68318, 1.00735], [3.47417, 6.11749, 2.36932], [4.38123, 5.02102, 1.35235], [7.90076, 3.39465, 2.72859], [8.47996, 3.06369, 1.71095], [6.62036, 3.15557, 3.05231], [6.12883, 3.47508, 4.40273], [5.70623, 2.40643, 2.16971], [8.41462, 3.86702, 3.58546], [5.62464, 2.56092, 4.72555], [5.33587, 4.22274, 4.35723], [6.94039, 3.77697, 5.05367], [6.19197, 2.18483, 1.22343], [5.45965, 1.50421, 2.72140], [4.90755, 3.12755, 1.99405], [1.65120, 6.25276, -4.41943], [2.03425, 7.40975, -4.37968], [0.79322, 5.71812, -3.53146], [0.29577, 4.35722, -3.68540], [0.08162, 6.56080, -2.57293], [1.97977, 5.57045, -5.21652], [-0.71195, 4.32465, -4.10219], [0.20456, 3.90145, -2.69240], [1.07376, 3.79577, -4.19832], [0.73829, 7.36048, -2.24488], [-0.83209, 6.93439, -3.03887], [-0.19124, 5.92302, -1.73566], [-1.34609, 3.83137, -6.57475], [-0.98959, 2.65744, -7.40023], [-1.96213, 2.42468, -8.78592], [-1.67732, 1.46060, -9.83440], [-3.28495, 3.05273, -8.87386], [-1.17384, 1.18754, -6.56508], [-2.04766, 0.05657, -6.85396], [-0.62710, 1.17284, -5.20781], [0.60827, 2.59976, -8.00761], [1.58975, 3.55589, -7.47336], [1.15524, 1.30523, -8.40354], [-2.59304, 0.99496, -10.21218], [-1.12829, 0.58564, -9.48617], [-1.15020, 1.92025, -10.67226], [-3.45798, 3.63235, -7.97091], [-3.99349, 2.21765, -8.91362], [-3.47340, 3.63805, -9.77507], [-1.52806, -0.87364, -6.60825], [-2.99237, 0.09136, -6.30697], [-2.18771, 0.08862, -7.92953], [-1.39979, 1.19540, -4.42815], [-0.13724, 0.20724, -5.05513], [0.03778, 2.01537, -5.03830], [2.06628, 3.13144, -6.58626], [2.31197, 3.85161, -8.23170], [1.05993, 4.45636, -7.16497], [0.54525, 0.48275, -8.03512], [2.18977, 1.11721, -8.12079], [1.17892, 1.21043, -9.49390], [0.81855, -5.78421, 3.86437], [-0.38395, -5.12050, 4.38965], [-1.81996, -5.76393, 3.90913], [-1.77479, -6.80514, 2.87053], [-3.11735, -5.53260, 4.51769], [-0.49499, -3.47591, 3.89310], [0.71419, -2.78408, 3.43981], [-1.66817, -2.63716, 4.13731], [-0.36217, -5.04696, 6.06014], [-0.59322, -6.30354, 6.74662], [0.65949, -4.25338, 6.72216], [-1.24256, -6.48921, 1.97367], [-2.80260, -7.03853, 2.60175], [-1.23775, -7.65771, 3.29047], [-3.04989, -4.94104, 5.43124], [-3.61452, -6.45568, 4.82809], [-3.74216, -4.98513, 3.80772], [0.66761, -1.72938, 3.73028], [1.56776, -3.12913, 4.02550], [0.80189, -2.87196, 2.35744], [-1.66702, -1.76731, 3.47307], [-2.60436, -3.16442, 4.01909], [-1.49787, -2.14875, 5.10614], [-1.44644, -6.83915, 6.32641], [0.26811, -6.98266, 6.71220], [-0.82672, -6.18317, 7.80803], [0.93924, -3.41189, 6.09354], [1.53114, -4.86830, 6.97589], [0.30090, -3.90472, 7.69483], [2.62733, 2.03059, -0.33437], [2.19367, 0.57492, -0.17907], [2.02246, 0.26404, 1.32998], [0.67362, 0.60670, 1.97582], [-0.46647, 0.00463, 1.15884], [-0.39943, 0.43816, -0.30424], [0.93636, 0.17131, -0.86363], [1.02347, 0.47884, -2.24554], [-1.40461, -0.40353, -1.05022], [-0.78112, 1.90477, -0.46621], [3.25249, -0.38453, -0.71138], [3.67687, 2.14918, -0.05705], [2.01905, 2.63095, 0.34412], [2.53186, 2.41655, -1.35152], [2.33626, -0.74818, 1.59901], [2.72079, 0.85674, 1.93278], [0.65254, 1.67020, 2.22977], [0.61222, 0.15317, 2.97116], [-1.41527, 0.32831, 1.59567], [-0.41391, -1.08402, 1.22701], [-1.25930, -1.47309, -0.87182], [-2.39516, -0.22528, -0.62733], [-1.36727, -0.22157, -2.12337], [-0.81030, 2.14467, -1.53049], [-1.67995, 2.19750, 0.07160], [0.02795, 2.49256, -0.02526], [3.08319, -1.45827, -0.71176], [4.17231, -0.26552, -0.12310], [3.52264, -0.01479, -1.70685], [0.73376, -0.36138, -2.63272], [-4.93540, -2.35751, 0.20137], [-4.91193, -3.20114, -1.06274], [-6.25746, -3.95265, -1.16581], [-7.41141, -3.02778, -1.56433], [-7.12938, -2.34438, -2.89522], [-5.77312, -1.59392, -2.86405], [-4.72429, -2.40560, -2.29071], [-3.41179, -1.87738, -2.40418], [-5.40643, -1.21953, -4.28151], [-5.96793, -0.26454, -2.08246], [-3.82791, -4.27498, -1.07483], [-4.09950, -1.64126, 0.19292], [-4.60226, -2.90499, 1.08983], [-5.81962, -1.75893, 0.39587], [-6.17056, -4.68021, -1.98027], [-6.54946, -4.47830, -0.25731], [-7.58481, -2.34292, -0.72988], [-8.36007, -3.56031, -1.67771], [-7.86647, -1.54892, -3.01163], [-7.10490, -3.05566, -3.72070], [-6.20553, -0.71280, -4.83081], [-4.55392, -0.54964, -4.40809], [-5.24327, -2.14293, -4.85141], [-6.62619, 0.41153, -2.63909], [-6.50832, -0.45917, -1.15784], [-4.99528, 0.22324, -2.01236], [-2.85062, -3.78595, -1.03736], [-3.85683, -4.85013, -2.00078], [-3.83651, -4.97856, -0.24131], [-3.16592, -2.29824, -3.23682], [1.14915, 4.45122, 7.08604], [1.08715, 3.42612, 5.95186], [1.36428, 2.02694, 6.50917], [0.26729, 1.45109, 7.37780], [-1.08042, 1.54942, 6.66088], [-1.40243, 2.80600, 5.79564], [-0.19316, 3.41037, 5.23254], [-0.42881, 4.63035, 4.56076], [-2.23002, 2.41913, 4.58092], [-2.24084, 3.76531, 6.67404], [2.20145, 3.75137, 4.97010], [0.82493, 5.40440, 6.65340], [2.14581, 4.54016, 7.51380], [0.39331, 4.32831, 7.86567], [1.61382, 1.32144, 5.71026], [2.26564, 2.11827, 7.12427], [0.19157, 2.05555, 8.28875], [0.55163, 0.45071, 7.70249], [-1.86431, 1.40824, 7.40666], [-1.15933, 0.67022, 6.01071], [-3.22973, 2.03722, 4.82277], [-2.41500, 3.30274, 3.96787], [-1.80464, 1.64724, 3.93556], [-3.17502, 3.32138, 7.01935], [-1.66560, 4.18311, 7.49753], [-2.57051, 4.58901, 6.03293], [3.20051, 3.41616, 5.25028], [2.26907, 4.78877, 4.63616], [1.97825, 3.23249, 4.02891], [-0.24075, 4.38732, 3.64081], [2.70865, -4.10818, 0.61113], [1.90301, -4.57057, -0.63600], [2.83891, -4.58130, -1.84872], [3.88186, -5.71233, -1.82535], [3.18552, -7.07596, -1.77720], [2.26307, -7.15876, -0.53444], [1.45625, -5.94662, -0.40272], [0.49562, -6.02809, 0.61684], [1.29923, -8.35624, -0.74525], [3.13002, -7.45246, 0.69204], [0.80762, -3.55727, -0.91692], [2.21096, -4.44296, 1.52836], [2.77469, -3.02519, 0.69973], [3.65950, -4.63821, 0.67825], [2.23138, -4.66838, -2.75357], [3.31723, -3.60067, -1.88670], [4.54636, -5.69376, -0.96045], [4.48025, -5.63643, -2.73506], [3.90728, -7.89242, -1.78939], [2.54512, -7.22510, -2.65190], [0.80921, -8.30416, -1.71998], [1.89475, -9.26286, -0.64813], [0.44218, -8.34578, -0.07309], [2.43257, -7.45326, 1.54069], [3.63457, -8.41845, 0.69891], [3.86804, -6.70988, 1.00189], [0.04643, -3.44343, -0.14455], [0.27502, -3.94495, -1.79383], [1.22400, -2.58708, -1.18223], [1.00574, -5.83953, 1.42811]], "forces_ev_per_angstrom": [[-0.06, 1.65, 0.22], [-0.09, -0.77, 0.23], [0.07, 0.19, -0.79], [0.47, -1.02, 0.57], [0.33, -0.64, -0.33], [-0.18, -0.54, -0.11], [-0.08, 0.34, 0.12], [-0.25, 0.00, -0.19], [-0.05, 0.43, -0.12], [0.05, 0.09, 0.22], [-0.07, 0.18, 0.31], [-0.17, -0.07, -0.01], [0.13, 0.06, 0.55], [0.06, -0.01, 0.02], [-0.05, 0.45, -0.69], [0.39, -0.42, 0.75], [-0.28, 0.66, 0.66], [-0.11, -0.16, -0.23], [0.09, 0.17, -0.20], [-0.18, -0.07, -0.34], [-0.23, 0.01, 0.04], [0.11, -0.34, -0.42], [0.02, -0.51, -0.08], [-0.01, 0.04, 0.02], [0.95, -0.31, 0.41], [-0.14, 0.05, -0.31], [-1.43, 1.04, -0.14], [-0.06, 0.27, -0.15], [1.17, -0.36, 0.35], [-0.22, 0.03, -0.12], [0.58, -0.03, -0.19], [-0.12, -0.35, 0.10], [-0.14, -0.08, 0.28], [-0.36, -0.08, -0.10], [-0.08, -0.22, 0.10], [-0.18, 0.19, -0.16], [0.78, -0.05, -0.83], [-0.07, 0.09, 0.61], [-0.53, -1.58, -0.98], [0.09, 1.53, 0.76], [0.85, 0.07, -0.01], [-0.43, 0.28, 0.37], [-0.17, -0.36, -0.01], [0.07, -0.21, -0.29], [0.25, -0.25, 0.16], [-0.62, 0.22, 0.18], [0.08, -0.10, 0.39], [-0.22, 0.30, -0.21], [-0.01, -0.64, -0.20], [-0.03, 0.29, 0.11], [0.26, 1.23, 0.04], [0.69, -0.70, -0.04], [0.68, -1.13, 0.58], [-0.07, -0.02, 0.02], [0.05, 0.17, -0.35], [-0.13, 0.06, 0.12], [-0.35, 0.19, 0.26], [-0.66, 0.42, -0.48], [-0.28, 0.07, -0.10], [-0.07, -0.05, 0.11], [0.39, -0.45, 0.39], [-0.24, 0.18, -0.08], [0.16, 0.11, 0.08], [-0.67, -0.75, -1.31], [0.85, 1.19, 0.72], [0.22, 0.23, -0.22], [0.22, 0.03, 0.60], [0.17, 0.29, 0.05], [-0.01, -0.03, 0.08], [0.18, -0.03, 0.10], [-0.74, 0.00, -0.38], [-0.64, -0.78, -0.07], [0.01, 0.78, 0.08], [0.04, -0.12, -0.05], [-0.53, -0.38, 0.20], [0.26, 0.27, 0.91], [0.39, -0.50, -0.53], [0.03, -0.25, 0.14], [0.26, -0.12, -0.61], [0.19, 0.02, 0.04], [-0.46, -0.20, -0.43], [-0.17, 0.17, -0.05], [0.00, 0.28, 0.12], [0.02, 0.13, 0.14], [0.49, -0.04, -0.59], [-0.75, -2.01, -1.13], [0.34, 0.64, 0.75], [0.08, -0.14, -0.02], [0.08, -1.09, 0.43], [0.11, 0.81, 0.46], [0.64, 0.81, -0.49], [-0.27, -0.67, -0.05], [-0.26, 0.21, 0.91], [-0.82, -0.03, 0.04], [-0.10, -0.11, -0.95], [-0.24, 0.42, 0.01], [0.40, 0.30, 0.05], [0.07, -0.10, -0.09], [-0.08, 0.17, -0.14], [-0.38, 0.22, 0.15], [0.47, 0.23, 0.00], [0.01, -0.02, 0.08], [-0.10, 0.03, -0.07], [-0.63, -0.39, 0.11], [-0.20, 0.31, -0.16], [0.44, 0.24, 0.08], [0.16, -0.14, -0.02], [0.38, 0.07, -0.05], [0.15, -0.20, -0.01], [-0.02, 0.00, 0.00], [0.04, 0.02, 0.17], [-0.03, 0.48, 0.52], [-0.12, 0.07, -0.07], [0.26, -0.27, -0.92], [-0.40, 2.72, -0.16], [0.09, -0.52, 0.45], [0.32, 0.18, 0.36], [0.04, 0.25, 0.18], [0.40, -1.32, -0.06], [-0.50, 0.16, 0.89], [1.35, 0.61, 0.25], [-0.88, -0.32, 0.41], [-0.21, -0.71, 0.21], [-0.01, -0.17, 0.17], [-0.09, 0.13, 0.06], [0.05, -0.23, 0.01], [-0.29, -0.34, -0.32], [0.27, 0.13, -0.11], [0.06, -0.17, -0.28], [-0.31, -0.15, 0.10], [-0.25, 0.00, -0.24], [0.30, -0.37, -0.68], [0.50, 0.07, 0.07], [-0.02, -0.36, -0.49], [-0.06, 0.01, 0.29], [-0.83, -0.27, 0.36], [0.06, 0.08, -0.16], [0.10, 0.08, -0.16], [0.02, 0.45, -0.04], [0.10, 0.06, 0.16], [0.20, 0.06, -0.41], [-0.24, 0.23, -0.16], [-0.14, 0.15, -0.12], [-1.00, -1.43, 0.67], [0.19, 0.47, 1.14], [0.18, -0.76, 0.14], [0.57, 1.02, 0.25], [-0.32, 0.31, -0.29], [0.48, -0.60, 1.02], [-0.42, 0.12, 0.27], [-0.14, -0.62, 0.15], [0.87, 0.29, 0.29], [1.60, 1.14, -0.36], [-0.01, -0.09, 0.14], [0.16, 0.24, -0.09], [-0.20, -0.16, -0.05], [-0.35, -0.25, -0.44], [0.43, 0.04, -0.51], [-0.57, 0.17, -0.62], [0.32, -0.04, -0.02], [-0.18, -0.11, -0.23], [0.07, -0.04, -0.04], [0.31, 0.04, -0.15], [-0.12, 0.31, -0.39], [-0.36, 0.10, 0.03], [-0.28, 0.07, 0.03], [-0.18, -0.13, -0.25], [-0.23, 0.25, -0.04], [-0.76, 0.14, -0.05], [-0.06, 0.18, 0.09], [-0.02, -0.47, -0.17], [0.40, 0.15, -0.47], [1.91, 0.65, 0.67], [-0.77, -0.46, 0.11], [-0.74, 0.32, -1.24], [-0.08, -0.35, 0.12], [1.03, 0.67, 1.06], [-0.37, 1.66, 0.49], [-0.67, -1.84, -0.28], [-0.85, 0.13, -0.26], [0.01, -0.33, -1.28], [-0.47, -0.17, -0.62], [1.01, 0.39, 0.19], [-0.15, 0.19, -0.52], [-0.78, -0.46, 0.01], [-0.14, -0.41, 0.03], [0.13, -0.21, 0.16], [0.51, 0.00, 0.18], [0.00, 0.37, -0.28], [0.14, -0.30, 0.16], [-0.20, -0.24, -0.60], [-0.30, -0.05, 0.00], [-0.30, -0.02, 0.43], [0.20, -0.21, 0.39], [0.30, 0.08, 0.00], [0.09, -0.05, -0.20], [0.57, 0.18, 0.35], [-0.06, 0.01, 0.61], [0.03, -0.10, 0.01], [-0.16, 0.05, -0.04], [-0.43, 0.15, 0.13], [0.55, 0.17, 0.14], [-1.03, 0.86, -0.21], [0.04, -0.02, 0.67], [0.48, -0.25, 0.16], [-0.25, 1.41, 0.06], [0.11, -1.18, -0.50], [-0.14, 0.05, 0.77], [0.95, -0.98, 0.07], [-0.21, -0.30, 0.20], [-1.15, -0.23, -0.38], [-0.08, 0.64, -0.94], [0.03, -0.09, -1.58], [0.51, 0.13, -0.06], [0.00, 0.02, 0.04], [0.32, -0.57, 0.18], [-0.12, 0.13, -0.20], [0.10, -0.03, -0.13], [0.16, -0.05, 0.06], [-0.38, -0.17, -0.15], [-0.18, 0.17, -0.14], [0.03, 0.06, -0.14], [0.08, 0.05, 0.43], [0.18, 0.03, -0.05], [0.52, 0.12, 0.17], [0.23, -0.34, 0.21], [-0.10, -0.12, 0.12], [0.22, 0.20, 0.15], [-0.13, -0.03, 0.52], [-0.21, 0.14, 0.47], [0.04, -0.20, 0.08], [0.01, 0.51, -0.05], [-0.44, -0.58, 0.36], [1.59, -0.08, 1.24], [0.26, -0.34, 0.28], [-0.50, -0.32, -0.34], [-0.87, 0.74, -0.09], [0.51, -0.60, -0.36], [-1.17, 0.28, -1.72], [0.81, 0.19, 0.30], [-0.01, 0.53, -0.07], [-0.64, 0.21, 1.49], [-0.87, -0.97, -0.71], [-0.21, 0.21, -0.04], [0.33, -0.01, -0.16], [0.27, 0.53, -0.26], [0.00, -0.11, -0.07], [0.15, 0.00, 0.03], [0.11, 0.48, -0.05], [0.21, -0.03, 0.09], [-0.01, -0.05, 0.27], [0.10, 0.21, -0.14], [0.42, 0.00, -0.23], [-0.30, -0.22, -0.06], [0.42, -0.09, 0.51], [0.16, -0.30, 0.13], [-0.14, -0.08, -0.33], [0.05, 0.16, -0.58], [0.28, -0.03, 0.29], [-0.13, 0.24, -0.03], [0.05, 0.05, 0.17], [-0.57, -0.17, 0.33]], "mulliken_charge": [0.54, -0.77, 0.26, -0.99, -0.93, -0.08, 0.36, 0.31, 0.31, -0.05, 0.52, 0.37, 0.00, -0.60, 0.33, -0.85, -0.59, 0.37, 0.36, 0.00, 0.42, 0.40, -0.18, 0.38, -0.35, 0.11, 0.35, -1.05, -0.31, 0.24, 0.33, 0.33, 0.33, 0.36, -0.35, 0.23, -0.25, -0.46, 0.30, -1.08, -1.12, 0.35, 0.36, 0.33, 0.37, 0.34, 0.54, 0.27, 0.28, -0.67, 0.38, -0.68, -0.72, 0.12, 0.46, 0.31, -0.18, 0.41, 0.25, 0.07, 0.06, -0.58, 0.24, -0.91, 0.34, 0.25, 0.25, 0.22, 0.48, 0.38, -0.40, -0.43, 0.10, -0.63, 0.29, -0.57, -0.61, 0.33, 0.40, -0.17, 0.37, 0.36, 0.41, -0.16, -0.83, 0.51, 0.12, -1.20, -1.05, 0.74, -1.11, -0.42, 0.32, -1.04, -1.05, 0.40, 0.44, 0.26, 0.25, 0.37, 0.33, 0.21, 0.33, 0.38, 0.40, 0.24, -0.60, 0.30, 0.42, 0.37, 0.38, 0.38, 0.26, -1.02, 0.32, 0.59, -0.95, -1.33, 1.02, -0.69, -0.66, 0.21, -1.08, -0.79, 0.16, 0.43, 0.26, 0.48, 0.43, 0.27, 0.45, 0.54, -0.64, 0.04, 0.09, 0.34, 0.27, 0.35, 0.37, 0.14, 0.29, 0.31, -0.67, 1.50, 0.03, 0.32, -1.24, 4.03, 1.46, -0.10, -2.32, -0.42, -1.39, 0.36, -0.42, 0.05, -0.64, -0.33, -0.38, 0.03, -0.02, 0.00, 0.19, -0.13, 0.17, -0.12, -0.92, -0.21, 0.15, 0.11, 0.28, 0.11, -0.87, 2.21, -1.38, -0.65, -1.16, 2.06, -0.22, 0.58, -2.49, -1.60, -2.14, -0.39, 0.28, 0.20, 0.40, 0.44, 0.30, 0.41, 0.42, 0.36, 0.44, 0.41, 0.50, 0.52, 0.14, 0.07, 0.33, 0.41, 0.43, 0.17, -1.91, 1.99, -1.08, -0.86, -1.02, 1.96, 1.54, -0.58, -1.83, -1.98, -1.89, 0.36, 0.42, 0.29, 0.17, 0.48, 0.35, 0.43, 0.45, 0.03, 0.65, 0.09, -0.10, 0.45, 0.36, 0.33, 0.42, 0.54, -0.26, 0.13, -0.49, 3.05, -1.10, -0.79, -1.25, 1.55, -0.56, 0.08, -1.83, -1.55, -1.58, 0.13, -0.41, -0.13, 0.69, -0.25, 0.16, 0.50, 0.47, 0.36, 0.38, 0.43, 0.24, 0.30, 0.51, 0.24, 0.00, 0.76, -0.31, 0.32], "energy_ha": -5317.2153, "homo_lumo_gap_ev": 8.03, "max_force_ha_per_bohr": 0.0536, "total_charge": 0}